## i
# C4H11O3

C4H11O3 as an isolated structure (ωB97M-V/def2-TZVPD, OMol25).

Its frontier orbital gap is 6.40 eV. The calculation puts the HOMO energy at -4.1 eV.

The geometry in ORCA input format:
```
! RIJCOSX wB97M-V def2-TZVPD def2/J DEFGRID3
* xyz -1 1
C -3.180 0.346 -0.151
O -3.104 -0.702 -1.006
C -1.938 0.186 0.717
C -0.686 -0.030 0.061
C 0.548 -0.023 0.919
O 3.144 0.243 -1.462
H -4.053 0.245 0.541
H -3.274 1.356 -0.582
H -2.111 -0.033 1.767
H -1.371 -1.026 0.222
H -0.777 0.249 -0.980
H 0.630 0.919 1.456
H 1.446 -0.143 0.315
H 0.575 -0.825 1.657
H 2.688 -0.595 -1.600
H 4.355 -0.561 1.043
H 3.473 0.135 -0.401
O 3.683 0.123 0.966
*
```

Mulliken population analysis, charges in e, atoms 1 to 8: -0.41 -0.81 -0.29 0.16 -0.78 -0.81 0.26 0.21

***

## ii
# C4H11O3

C4H11O3 as an isolated structure (ωB97M-V/def2-TZVPD, OMol25).

Its frontier orbital gap is 7.84 eV. The calculation puts the HOMO energy at -3.6 eV.

The geometry in ORCA input format:
```
! RIJCOSX wB97M-V def2-TZVPD def2/J DEFGRID3
* xyz -1 1
C -1.335 -0.113 -0.087
C -0.776 1.081 -0.837
C 0.537 1.584 -0.120
O 0.850 0.687 0.927
C -0.528 -1.413 0.392
O 0.087 -1.102 1.541
H -1.483 0.306 0.932
H -2.398 -0.038 -0.293
H -1.525 1.881 -0.753
H -0.563 0.950 -1.873
H 0.437 2.592 0.250
H 1.469 1.525 -0.669
H 0.200 -0.280 1.266
H -1.299 -2.305 0.441
H 0.085 -1.729 -0.502
H 1.901 -0.492 0.130
H 1.921 -1.976 -0.358
O 2.419 -1.158 -0.387
*
```

Mulliken population analysis, charges in e, atoms 1 to 8: -0.96 -0.59 -0.52 -0.95 -0.18 -0.53 0.40 0.44

***

We find ii to be the most stable, with the next structure 1.129 eV higher.

***

## i
# C4H11O3

C4H11O3 as an isolated structure (ωB97M-V/def2-TZVPD, OMol25).

Its frontier orbital gap is 6.77 eV. The calculation puts the HOMO energy at -3.7 eV.

The geometry in ORCA input format:
```
! RIJCOSX wB97M-V def2-TZVPD def2/J DEFGRID3
* xyz -1 1
C -1.373 -1.006 -1.710
O -2.559 -1.736 -2.032
C -1.336 -0.572 -0.264
C -0.253 0.487 -0.019
C 0.240 0.579 1.425
O 1.226 1.495 1.610
H -0.475 -1.602 -1.893
H -1.329 -0.125 -2.368
H -2.320 -2.643 -2.231
H -1.166 -1.472 0.340
H -2.330 -0.222 0.011
H 0.574 0.305 -0.691
H -0.658 1.445 -0.349
H 0.553 -0.454 1.691
H -0.643 0.822 2.057
H 3.531 0.092 1.582
H 2.295 1.187 1.286
O 3.483 0.825 0.947
*
```

Mulliken population analysis, charges in e, atoms 1 to 8: -0.56 -0.53 -0.32 -0.38 -0.71 -0.63 0.34 0.24

***

## ii
# C4H11O3

A 2-piece molecular cluster, C4H11O3 overall (ωB97M-V/def2-TZVPD, OMol25).

Its frontier orbital gap is 6.38 eV. The calculation puts the HOMO energy at -2.7 eV.

The geometry in ORCA input format:
```
! RIJCOSX wB97M-V def2-TZVPD def2/J DEFGRID3
* xyz -1 1
C 0.475 -1.413 -1.649
O 0.764 -2.511 -0.947
C -0.262 -0.362 -0.668
C 0.526 -0.237 0.596
C 1.076 1.238 0.581
O 1.437 1.754 1.894
H -0.305 -1.480 -2.401
H 1.469 -0.846 -2.063
H -1.288 -0.728 -0.475
H -0.419 0.561 -1.218
H 1.240 -1.066 0.697
H -0.072 -0.402 1.518
H 2.005 1.239 -0.031
H 0.383 1.965 0.168
H 1.749 0.945 2.328
H -2.188 0.655 0.369
H -3.517 -0.088 0.586
O -3.073 0.775 0.714
*
```

Mulliken population analysis, charges in e, atoms 1 to 8: -0.52 -0.87 -1.05 -0.46 -0.30 -0.56 0.27 0.10

***

## iii
# C4H11O3

C4H11O3 as an isolated structure (ωB97M-V/def2-TZVPD, OMol25).

Its frontier orbital gap is 6.22 eV. The calculation puts the HOMO energy at -3.1 eV.

The geometry in ORCA input format:
```
! RIJCOSX wB97M-V def2-TZVPD def2/J DEFGRID3
* xyz -1 1
C 0.927 -1.415 1.433
O 1.828 -1.051 2.980
C 1.108 -0.132 0.535
C -0.085 0.211 -0.408
C 0.047 1.461 -1.222
O -1.135 2.186 -1.420
H 0.021 -1.423 2.003
H 0.945 -2.376 0.757
H 1.712 -1.909 2.189
H 1.027 0.691 1.252
H 2.047 -0.276 -0.141
H -0.991 0.566 0.226
H -0.265 -0.744 -1.020
H 0.742 2.120 -0.627
H 0.606 1.173 -2.189
H -3.327 -0.114 -2.055
H -2.358 0.975 -1.111
O -2.851 0.058 -1.181
*
```

Mulliken population analysis, charges in e, atoms 1 to 8: -0.60 -0.53 -0.49 -0.33 -0.16 -0.91 0.30 0.33

***

We find i to be the most stable, with the next structure 1.131 eV higher.

***

## i
# CF2NO2

A 2-piece molecular cluster, CF2NO2 overall (ωB97M-V/def2-TZVPD, OMol25).

Its frontier orbital gap is 5.64 eV. The calculation puts the HOMO energy at -1.7 eV.

The geometry in ORCA input format:
```
! RIJCOSX wB97M-V def2-TZVPD def2/J DEFGRID3
* xyz -1 1
C 1.254 -0.071 0.096
N -1.303 0.321 -0.551
O 1.582 0.904 -0.441
O 1.130 -1.079 0.652
F -1.763 -0.995 -0.328
F -1.774 0.915 0.669
*
```

Just the Mulliken charges please, in e? Sure, here they are: 0.67 -0.31 -0.42 -0.39 -0.26 -0.29

***

## ii
# CF2NO2

A 2-piece molecular cluster, CF2NO2 overall (ωB97M-V/def2-TZVPD, OMol25).

Its frontier orbital gap is 4.94 eV. The calculation puts the HOMO energy at -1.5 eV.

The geometry in ORCA input format:
```
! RIJCOSX wB97M-V def2-TZVPD def2/J DEFGRID3
* xyz -1 1
C -0.915 -0.909 -1.228
N 0.668 0.523 1.683
O -0.235 -0.617 -2.113
O -1.781 -1.137 -0.501
F 0.161 1.429 0.657
F 2.101 0.710 1.502
*
```

Just the Mulliken charges please, in e? Sure, here they are: 0.68 -0.32 -0.36 -0.37 -0.32 -0.32

***

We find i to be the most stable, with the next structure 0.278 eV higher.

***

## i
# C7H12

An isolated ion of composition C7H12 and charge -1 (ωB97M-V/def2-TZVPD, OMol25).

Its frontier orbital gap (spin up / spin down) is 3.72 / 7.32 eV. The calculation puts the HOMO energy (spin up / spin down) at 0.6 / -3.1 eV. As for the expectation value of S²: 0.767.

The geometry in ORCA input format:
```
! RIJCOSX wB97M-V def2-TZVPD def2/J DEFGRID3
* xyz -1 2
C 2.033 -1.906 -0.387
C 0.919 -0.993 0.343
C 0.786 0.525 0.077
C 1.921 1.204 0.159
C -3.177 0.955 -0.134
C -1.680 0.239 -0.009
C -0.611 1.053 0.049
H 3.078 -1.891 0.037
H 1.479 -2.891 -0.199
H 2.193 -1.705 -1.466
H 1.237 -1.230 1.375
H 0.008 -1.504 0.154
H 2.967 0.994 0.471
H 1.814 2.401 -0.017
H -3.024 1.703 -0.844
H -3.368 1.360 0.845
H -3.954 0.229 -0.386
H -1.915 -0.759 -0.283
H -0.702 2.215 0.214
*
```

Mulliken population analysis, charges in e, atoms 1 to 8: -0.97 -0.61 0.72 -0.82 -1.14 -0.34 -0.52 0.24

***

## ii
# C7H12

An isolated ion of composition C7H12 and charge -1 (ωB97M-V/def2-TZVPD, OMol25).

Its frontier orbital gap (spin up / spin down) is 5.43 / 5.34 eV. The calculation puts the HOMO energy (spin up / spin down) at -1.0 / -1.0 eV. As for the expectation value of S²: 0.768.

The geometry in ORCA input format:
```
! RIJCOSX wB97M-V def2-TZVPD def2/J DEFGRID3
* xyz -1 2
C 2.369 0.815 -0.673
C 1.452 1.297 0.472
C 0.504 0.229 0.956
C 0.851 -1.161 1.187
C -2.864 -0.761 -0.691
C -1.454 -0.190 -0.664
C -0.857 -0.080 0.560
H 2.692 1.654 -1.305
H 3.252 0.299 -0.306
H 1.832 0.121 -1.318
H 0.870 2.152 0.113
H 2.038 1.624 1.336
H 1.211 -1.807 0.382
H 0.555 -1.707 2.081
H -2.916 -1.808 -0.374
H -3.325 -0.687 -1.676
H -3.516 -0.196 0.002
H -1.151 0.457 -1.483
H -1.544 -0.249 1.401
*
```

Mulliken population analysis, charges in e, atoms 1 to 8: -1.22 -0.18 -0.48 -0.96 -1.17 -0.14 -0.29 0.38

***

We find i to be the most stable, with the next structure 0.401 eV higher.

***

## i
# C44H33I2N2OP2PdS4

C44H33I2N2OP2PdS4 as an isolated structure (ωB97M-V/def2-TZVPD, OMol25).

Its frontier orbital gap is 5.43 eV. The calculation puts the HOMO energy at -9.8 eV.

The geometry in ORCA input format:
```
! RIJCOSX wB97M-V def2-TZVPD def2/J DEFGRID3
* xyz 1 1
Pd 0.140 0.547 0.026
O 2.868 1.886 1.279
S 2.027 0.696 1.288
C 3.019 -0.742 1.047
C 4.236 -0.872 1.702
C 4.923 -2.066 1.564
C 4.388 -3.095 0.793
C 3.199 -2.920 0.101
C 2.519 -1.707 0.194
P 1.154 -1.253 -0.933
C 0.411 -2.854 -1.250
C 0.462 -3.474 -2.493
C -0.113 -4.725 -2.654
C -0.752 -5.342 -1.588
C -0.813 -4.718 -0.348
C -0.231 -3.475 -0.177
C 2.002 -0.693 -2.429
C 3.126 -1.361 -2.919
C 3.736 -0.925 -4.082
C 3.230 0.175 -4.764
C 2.115 0.842 -4.282
C 1.502 0.412 -3.114
C 1.363 0.487 2.938
C 1.858 -0.385 3.899
C 1.315 -0.332 5.174
C 0.312 0.582 5.480
C -0.180 1.437 4.506
C 0.336 1.378 3.218
P -0.332 2.316 1.805
C -0.245 4.061 2.228
C 0.868 4.780 1.796
C 1.011 6.109 2.162
C 0.049 6.714 2.957
C -1.057 5.995 3.393
C -1.211 4.667 3.031
C -2.057 1.798 1.673
C -2.216 0.327 1.760
C -3.016 -0.416 0.995
C -3.960 0.126 -0.027
C -3.972 2.245 0.130
C -2.867 2.644 1.037
H 4.621 -0.063 2.310
H 5.869 -2.203 2.070
H 4.918 -4.034 0.710
H 2.812 -3.710 -0.530
H 0.938 -2.985 -3.333
H -0.086 -5.205 -3.621
H -1.217 -6.309 -1.728
H -1.315 -5.201 0.479
H -0.275 -2.983 0.790
H 3.526 -2.220 -2.397
H 4.606 -1.445 -4.459
H 3.708 0.511 -5.674
H 1.717 1.696 -4.814
H 0.627 0.934 -2.747
H 2.641 -1.092 3.671
H 1.683 -1.006 5.935
H -0.096 0.615 6.482
H -0.977 2.132 4.741
H 1.620 4.298 1.182
H 1.871 6.672 1.826
H 0.159 7.753 3.240
H -1.805 6.471 4.014
H -2.078 4.112 3.366
H -1.606 -0.179 2.502
H -3.020 -1.491 1.133
H -4.494 -0.673 -0.535
H -4.518 3.110 -0.239
H -2.573 3.684 0.949
I -2.074 -0.944 -3.083
I -2.858 -2.968 -4.888
S -7.485 1.166 -2.401
C -6.145 1.242 -1.462
S -4.624 1.360 -2.346
C -3.442 1.264 -0.954
N -4.873 1.149 0.604
N -6.099 1.230 -0.101
C -7.252 1.310 0.747
C -8.201 2.302 0.551
C -9.293 2.375 1.402
C -9.431 1.472 2.446
C -8.468 0.492 2.643
C -7.376 0.409 1.794
S -1.751 1.363 -1.581
H -8.092 3.001 -0.266
H -10.037 3.145 1.247
H -10.287 1.532 3.105
H -8.570 -0.214 3.456
H -6.616 -0.346 1.944
*
```

Mulliken population analysis, charges in e, atoms 1 to 8: -0.57 -0.82 1.30 -0.81 -0.38 -0.69 -0.83 -0.52

***

## ii
# C44H33I2N2OP2PdS4

C44H33I2N2OP2PdS4 as an isolated structure (ωB97M-V/def2-TZVPD, OMol25).

Its frontier orbital gap is 5.55 eV. The calculation puts the HOMO energy at -10.2 eV.

The geometry in ORCA input format:
```
! RIJCOSX wB97M-V def2-TZVPD def2/J DEFGRID3
* xyz 1 1
Pd -0.986 1.100 0.251
O -3.421 -2.324 1.668
S -2.633 -1.311 0.926
C -2.270 -2.071 -0.680
C -2.889 -3.302 -0.840
C -2.780 -3.994 -2.038
C -2.049 -3.456 -3.081
C -1.427 -2.229 -2.918
C -1.534 -1.501 -1.727
P -0.652 0.097 -1.737
C 0.889 -0.344 -2.562
C 1.610 -1.453 -2.115
C 2.717 -1.890 -2.817
C 3.118 -1.227 -3.973
C 2.407 -0.126 -4.419
C 1.295 0.319 -3.718
C -1.461 1.212 -2.914
C -2.439 0.779 -3.803
C -2.990 1.673 -4.711
C -2.555 2.989 -4.748
C -1.573 3.420 -3.866
C -1.033 2.540 -2.944
C -1.018 -1.267 1.688
C -0.119 -2.287 1.349
C 1.098 -2.392 1.980
C 1.441 -1.462 2.954
C 0.530 -0.503 3.330
C -0.740 -0.376 2.735
P -1.705 0.808 3.837
C -0.817 2.366 3.457
C -0.852 3.036 2.236
C -0.174 4.220 2.017
C 0.587 4.761 3.047
C 0.649 4.112 4.269
C -0.052 2.930 4.475
C -3.405 1.177 3.270
C -4.323 0.125 3.232
C -5.666 0.364 2.992
C -6.130 1.666 2.859
C -5.241 2.723 2.972
C -3.887 2.483 3.169
H -3.448 -3.706 -0.007
H -3.264 -4.955 -2.147
H -1.953 -3.985 -4.019
H -0.842 -1.829 -3.736
H 1.303 -1.973 -1.215
H 3.280 -2.743 -2.461
H 3.988 -1.569 -4.515
H 2.718 0.398 -5.313
H 0.751 1.177 -4.087
H -2.796 -0.241 -3.782
H -3.760 1.336 -5.391
H -2.981 3.680 -5.462
H -1.234 4.447 -3.887
H -0.277 2.883 -2.244
H -0.396 -3.014 0.596
H 1.779 -3.192 1.729
H 2.403 -1.515 3.445
H 0.789 0.164 4.145
H -1.525 2.680 1.436
H -0.232 4.712 1.055
H 1.123 5.688 2.896
H 1.238 4.532 5.073
H -0.011 2.443 5.442
H -3.994 -0.894 3.383
H -6.353 -0.470 2.939
H -7.183 1.855 2.698
H -5.596 3.744 2.907
H -3.220 3.329 3.258
I -3.728 1.671 -0.305
I -3.720 4.314 -0.457
S 6.086 0.032 -2.121
C 4.733 0.213 -1.217
S 3.565 1.487 -1.413
C 2.561 0.773 -0.204
N 3.047 -0.295 0.332
N 4.248 -0.602 -0.228
C 4.925 -1.762 0.270
C 4.246 -2.969 0.301
C 4.878 -4.093 0.809
C 6.182 -4.004 1.277
C 6.850 -2.789 1.238
C 6.226 -1.658 0.734
S 1.199 1.685 0.414
H 3.234 -3.019 -0.075
H 4.355 -5.040 0.833
H 6.677 -4.880 1.672
H 7.865 -2.717 1.603
H 6.741 -0.710 0.698
*
```

Mulliken population analysis, charges in e, atoms 1 to 8: 1.08 -0.75 1.08 -0.91 -0.36 -0.92 -0.92 -0.63

***

We find ii to be the most stable, with the next structure 1.485 eV higher.